Record 1
{
  "formula": "C50H49AsGe2N3OZr",
  "method": "wB97M-V/def2-TZVPD",
  "symbols": ["Zr", "C", "C", "C", "C", "C", "C", "N", "C", "C", "C", "C", "C", "N", "C", "C", "C", "C", "C", "C", "N", "H", "H", "H", "H", "H", "H", "H", "H", "H", "H", "H", "H", "H", "H", "H", "C", "Ge", "C", "C", "Ge", "C", "C", "C", "C", "C", "C", "C", "C", "C", "C", "C", "C", "H", "H", "H", "H", "H", "H", "H", "H", "H", "H", "H", "H", "H", "H", "H", "H", "H", "H", "H", "O", "As", "C", "C", "C", "C", "C", "C", "C", "C", "C", "C", "C", "C", "C", "C", "C", "C", "C", "C", "H", "H", "H", "H", "H", "H", "H", "H", "H", "H", "H", "H", "H", "H", "H"],
  "coordinates": [[-1.121, -0.128, -1.063], [-3.834, -2.302, 1.763], [-4.416, -1.858, 0.458], [-5.808, -1.896, 0.338], [-6.424, -1.550, -0.844], [-5.612, -1.310, -1.942], [-4.242, -1.350, -1.773], [-3.620, -1.499, -0.574], [-3.369, -1.421, -2.956], [-3.779, -2.082, -4.106], [-2.871, -2.270, -5.133], [-1.603, -1.710, -5.033], [-1.276, -1.001, -3.894], [-2.130, -0.913, -2.844], [-0.147, -0.050, -3.840], [0.853, -0.017, -4.783], [1.640, 1.129, -4.881], [1.388, 2.194, -4.040], [0.401, 2.083, -3.063], [0.032, 3.258, -2.211], [-0.330, 0.965, -2.939], [-4.612, -2.752, 2.377], [-3.406, -1.477, 2.335], [-3.064, -3.051, 1.599], [-6.401, -2.199, 1.190], [-7.502, -1.526, -0.930], [-6.041, -1.106, -2.914], [-4.785, -2.466, -4.191], [-3.154, -2.817, -6.024], [-0.910, -1.786, -5.858], [0.998, -0.837, -5.473], [2.398, 1.203, -5.648], [1.936, 3.120, -4.143], [-0.363, 4.041, -2.862], [0.897, 3.673, -1.697], [-0.750, 3.002, -1.491], [-3.506, 1.513, 4.516], [-3.360, 1.719, 2.572], [-4.928, 1.162, 1.535], [-2.637, 3.341, 1.698], [-1.237, 0.124, 1.577], [-0.836, -1.847, 1.487], [-0.628, -2.535, 2.684], [-0.368, -3.897, 2.685], [-0.309, -4.600, 1.489], [-0.513, -3.939, 0.287], [-0.778, -2.581, 0.305], [0.089, 0.566, 2.961], [-0.044, 1.688, 3.783], [0.874, 1.949, 4.786], [1.947, 1.088, 4.985], [2.097, -0.029, 4.174], [1.171, -0.295, 3.180], [-4.050, 2.390, 4.877], [-2.547, 1.457, 5.024], [-4.089, 0.621, 4.738], [-5.651, 1.980, 1.590], [-5.395, 0.276, 1.954], [-4.672, 1.000, 0.489], [-3.438, 4.084, 1.665], [-2.347, 3.100, 0.676], [-1.796, 3.782, 2.228], [-0.686, -1.998, 3.623], [-0.210, -4.414, 3.623], [-0.120, -5.666, 1.489], [-0.476, -4.487, -0.646], [-0.979, -2.107, -0.682], [-0.876, 2.367, 3.646], [0.748, 2.812, 5.427], [2.652, 1.280, 5.783], [2.923, -0.711, 4.331], [1.273, -1.203, 2.601], [0.723, -0.163, -0.604], [2.385, 0.281, -0.214], [3.224, -1.301, 0.504], [4.433, -1.199, 1.184], [5.081, -2.359, 1.578], [4.525, -3.601, 1.293], [3.318, -3.690, 0.613], [2.664, -2.537, 0.207], [2.426, 1.990, 0.699], [3.638, 2.430, 1.225], [3.742, 3.726, 1.706], [2.654, 4.585, 1.636], [1.454, 4.148, 1.094], [1.335, 2.846, 0.633], [3.375, 0.627, -1.826], [3.693, -0.455, -2.645], [4.580, -0.276, -3.694], [5.154, 0.972, -3.914], [4.840, 2.046, -3.091], [3.948, 1.879, -2.041], [4.870, -0.233, 1.400], [6.025, -2.294, 2.102], [5.045, -4.501, 1.592], [2.890, -4.658, 0.388], [1.732, -2.596, -0.337], [4.504, 1.780, 1.236], [4.682, 4.073, 2.113], [2.747, 5.602, 1.995], [0.617, 4.829, 1.018], [0.401, 2.494, 0.213], [3.273, -1.434, -2.441], [4.854, -1.116, -4.319], [5.866, 1.103, -4.720], [5.311, 3.008, -3.245], [3.719, 2.712, -1.388]],
  "atomic_forces_ev_per_a": [[-0.089, -0.229, -0.355], [-0.044, -0.048, 0.008], [0.028, 0.098, 0.085], [-0.007, -0.005, -0.133], [0.009, -0.028, 0.070], [0.045, 0.050, -0.073], [-0.110, -0.063, 0.152], [-0.078, 0.176, -0.251], [-0.093, -0.098, -0.032], [0.056, 0.064, -0.061], [0.005, 0.040, 0.038], [0.148, -0.058, 0.090], [-0.169, 0.071, -0.255], [-0.140, -0.306, -0.416], [0.016, 0.227, -0.178], [-0.013, 0.004, 0.079], [-0.005, 0.119, 0.092], [-0.015, -0.160, -0.121], [-0.197, 0.182, 0.121], [0.112, -0.009, -0.212], [0.040, -0.199, -0.004], [-0.017, 0.041, -0.004], [0.028, 0.017, 0.011], [0.009, 0.020, 0.046], [0.031, -0.005, 0.022], [0.002, 0.005, -0.007], [0.015, -0.052, -0.005], [0.026, -0.057, 0.080], [-0.015, 0.006, 0.000], [-0.016, 0.039, -0.002], [-0.041, 0.012, 0.003], [0.055, -0.007, -0.001], [-0.030, 0.048, 0.015], [-0.065, -0.002, 0.024], [-0.073, -0.011, -0.031], [0.007, 0.067, 0.012], [0.150, -0.086, -0.398], [-0.406, 0.271, -0.371], [0.264, 0.041, 0.331], [0.037, -0.277, 0.438], [0.295, 0.317, 1.998], [-0.242, 0.200, -0.865], [-0.239, 0.023, 0.092], [0.009, -0.048, -0.033], [-0.036, 0.055, 0.048], [-0.091, -0.097, -0.458], [0.014, 0.178, 0.691], [-0.287, 0.067, -0.274], [-0.064, 0.164, -0.161], [-0.004, 0.050, 0.040], [0.018, 0.030, 0.030], [0.055, -0.006, 0.000], [0.134, -0.054, -0.067], [-0.013, 0.024, -0.038], [0.004, 0.035, -0.046], [-0.024, 0.011, -0.024], [0.048, 0.052, 0.022], [0.004, -0.010, -0.014], [-0.037, -0.007, -0.035], [-0.071, -0.057, 0.009], [-0.030, 0.016, -0.009], [0.033, -0.025, -0.038], [0.001, -0.113, 0.002], [-0.026, 0.014, 0.011], [0.016, -0.001, -0.001], [-0.012, 0.017, 0.005], [0.031, -0.993, -0.175], [0.116, 0.035, 0.047], [-0.005, 0.001, -0.018], [0.004, 0.006, -0.016], [-0.009, 0.017, 0.010], [0.214, 0.172, -0.021], [0.274, 0.308, 0.026], [1.514, 0.308, -0.177], [-0.436, 0.226, 0.098], [-0.090, 0.241, -0.009], [0.030, -0.001, -0.004], [0.005, -0.006, -0.005], [0.009, -0.014, -0.025], [-0.092, 0.118, -0.043], [-0.225, -0.397, 0.060], [0.058, -0.282, -0.015], [0.058, 0.009, 0.011], [0.013, 0.028, 0.001], [-0.088, 0.028, 0.013], [-0.010, -0.276, 0.090], [-0.263, -0.191, 0.171], [-0.055, -0.047, 0.040], [-0.028, -0.082, -0.052], [-0.001, 0.033, 0.005], [0.012, 0.026, 0.018], [-0.138, 0.066, 0.033], [0.074, -0.102, 0.053], [-0.001, 0.006, 0.000], [-0.014, 0.001, 0.024], [0.025, -0.008, -0.011], [0.012, -0.074, 0.032], [0.025, 0.106, 0.059], [-0.003, -0.024, 0.013], [-0.002, -0.003, -0.003], [-0.033, -0.007, 0.036], [-0.013, 0.060, 0.163], [0.091, -0.035, -0.055], [-0.016, 0.018, -0.004], [0.008, -0.011, 0.014], [-0.012, -0.005, -0.030], [0.043, 0.012, -0.052]],
  "charge": 4,
  "gap_ev": [5.828, 5.845],
  "lumo_energy_ev": [-11.89, -12.52],
  "multiplicity": 2,
  "e_above_lowest_ev": 2.014,
  "e_tot_ha": -8609.54335,
  "homo_ha": [-0.651, -0.675],
  "max_force_ha_per_bohr": 0.040
}

Record 2
{
  "formula": "C50H51BiBrGeN10O2S2Se",
  "method": "wB97M-V/def2-TZVPD",
  "symbols": ["Bi", "N", "C", "S", "N", "N", "C", "C", "C", "C", "C", "C", "C", "C", "C", "C", "C", "C", "N", "H", "H", "H", "H", "H", "H", "H", "H", "H", "H", "H", "N", "C", "C", "C", "C", "C", "N", "C", "C", "C", "C", "C", "N", "H", "H", "H", "H", "H", "H", "H", "H", "H", "Br", "C", "C", "C", "C", "C", "C", "N", "N", "C", "C", "C", "C", "O", "C", "N", "C", "C", "C", "C", "H", "H", "H", "H", "H", "H", "H", "H", "H", "C", "S", "O", "C", "C", "C", "C", "C", "C", "H", "H", "H", "H", "H", "H", "H", "H", "C", "Ge", "C", "C", "C", "Se", "C", "H", "H", "H", "H", "H", "H", "H", "H", "H", "H", "H", "H", "H", "H"],
  "coordinates": [[-0.458, 0.990, 0.101], [-4.374, 0.250, 1.950], [-3.538, 0.343, 0.895], [-3.072, 1.948, 0.333], [-3.142, -0.763, 0.314], [-2.229, -0.444, -0.666], [-2.427, -0.696, -1.896], [-3.571, -1.490, -2.402], [-4.444, -0.961, -3.350], [-5.554, -1.687, -3.753], [-5.792, -2.946, -3.220], [-4.922, -3.478, -2.277], [-3.821, -2.748, -1.861], [-1.528, 0.053, -2.815], [-1.531, -0.165, -4.179], [-0.802, 0.680, -5.001], [-0.111, 1.737, -4.436], [-0.132, 1.883, -3.061], [-0.806, 1.049, -2.270], [-4.894, 1.065, 2.219], [-4.729, -0.658, 2.201], [-4.276, 0.031, -3.749], [-6.237, -1.265, -4.478], [-6.658, -3.513, -3.538], [-5.109, -4.457, -1.857], [-3.144, -3.154, -1.120], [-2.113, -0.984, -4.576], [-0.786, 0.521, -6.072], [0.443, 2.437, -5.044], [0.407, 2.673, -2.561], [2.055, 2.348, 4.281], [2.718, 1.356, 3.551], [4.055, 1.105, 3.898], [4.750, 0.151, 3.194], [4.104, -0.544, 2.174], [2.784, -0.237, 1.929], [2.092, 0.704, 2.588], [0.771, 2.885, 4.208], [0.475, 3.902, 5.131], [-0.752, 4.517, 5.073], [-1.665, 4.110, 4.104], [-1.296, 3.082, 3.264], [-0.101, 2.466, 3.298], [2.614, 2.745, 5.018], [4.521, 1.653, 4.708], [5.783, -0.058, 3.438], [4.609, -1.305, 1.597], [2.223, -0.781, 1.179], [1.208, 4.188, 5.875], [-1.001, 5.299, 5.779], [-2.639, 4.570, 4.011], [-1.992, 2.711, 2.520], [-2.201, -3.745, -6.410], [-0.423, -3.805, -5.769], [0.050, -4.942, -5.133], [1.350, -4.953, -4.654], [2.142, -3.813, -4.739], [1.663, -2.687, -5.395], [0.390, -2.697, -5.939], [3.508, -3.907, -4.324], [4.048, -3.030, -3.642], [3.317, -2.002, -2.959], [3.879, -0.749, -2.999], [3.312, 0.353, -2.349], [2.176, 0.222, -1.565], [1.649, 1.219, -0.907], [1.619, -1.101, -1.457], [0.559, -1.234, -0.612], [0.060, -2.425, -0.368], [0.593, -3.588, -0.943], [1.650, -3.478, -1.801], [2.184, -2.210, -2.126], [-0.580, -5.816, -5.037], [1.759, -5.842, -4.188], [2.301, -1.820, -5.512], [0.030, -1.851, -6.506], [4.782, -0.625, -3.586], [3.776, 1.329, -2.414], [-0.770, -2.473, 0.330], [0.184, -4.554, -0.683], [2.101, -4.372, -2.208], [1.496, 4.588, 1.550], [1.345, 4.061, -0.156], [-0.041, 3.415, -0.233], [1.098, 5.671, -0.884], [2.217, 6.392, -1.277], [2.044, 7.663, -1.803], [0.766, 8.189, -1.942], [-0.345, 7.446, -1.561], [-0.185, 6.175, -1.027], [0.531, 4.982, 1.868], [2.273, 5.350, 1.608], [1.774, 3.713, 2.137], [3.209, 5.969, -1.169], [2.905, 8.241, -2.110], [0.634, 9.182, -2.350], [-1.339, 7.857, -1.679], [-1.033, 5.575, -0.724], [-1.276, -4.812, 5.257], [-0.320, -3.618, 4.044], [1.166, -2.745, 4.962], [0.412, -4.654, 2.556], [-1.598, -2.302, 3.309], [-0.815, -0.521, 3.052], [-0.811, -0.066, 4.950], [-0.596, -5.580, 5.630], [-2.100, -5.308, 4.743], [-1.678, -4.269, 6.113], [1.991, -3.452, 5.064], [0.884, -2.406, 5.960], [1.515, -1.888, 4.382], [1.073, -5.436, 2.932], [0.991, -4.011, 1.892], [-0.387, -5.129, 1.983], [-2.471, -2.196, 3.953], [-1.963, -2.625, 2.332], [-1.205, -0.919, 5.495], [-1.438, 0.805, 5.111], [0.206, 0.141, 5.277]],
  "atomic_forces_ev_per_a": [[0.569, 0.328, -0.056], [-0.007, 0.023, 0.020], [0.023, 0.099, -0.270], [-0.231, -0.057, 0.192], [0.051, -0.113, 0.164], [0.014, 0.200, 0.043], [-0.088, 0.016, -0.116], [-0.022, 0.037, 0.048], [-0.008, 0.023, 0.039], [-0.006, -0.004, -0.004], [0.021, 0.006, -0.001], [-0.009, 0.002, -0.011], [0.095, -0.051, -0.073], [-0.051, -0.011, 0.024], [0.008, -0.104, -0.097], [0.009, 0.002, -0.005], [-0.008, 0.013, -0.058], [0.062, -0.114, 0.101], [-0.087, 0.014, -0.088], [0.030, -0.005, 0.046], [-0.038, -0.002, -0.049], [0.000, -0.007, -0.002], [0.009, -0.009, 0.004], [0.011, 0.007, 0.002], [0.007, 0.004, -0.017], [-0.034, 0.016, 0.032], [0.042, -0.068, -0.096], [-0.023, 0.012, 0.024], [-0.002, 0.006, 0.029], [0.033, -0.033, 0.010], [-0.062, -0.082, -0.064], [-0.085, 0.070, 0.034], [0.004, 0.027, 0.062], [0.037, -0.013, 0.007], [-0.028, -0.040, 0.001], [-0.067, 0.038, 0.081], [0.126, 0.086, -0.198], [0.039, -0.128, 0.015], [0.023, 0.020, 0.068], [0.010, 0.003, 0.017], [-0.035, 0.002, -0.006], [0.044, -0.109, 0.041], [-0.017, 0.188, 0.008], [-0.001, 0.012, -0.010], [0.018, -0.007, -0.024], [-0.010, 0.007, 0.000], [-0.009, 0.001, 0.011], [0.026, 0.039, -0.020], [-0.017, 0.017, -0.012], [0.014, 0.013, -0.019], [0.006, -0.026, 0.013], [0.044, 0.029, 0.022], [-0.033, -0.007, -0.004], [0.024, 0.003, 0.058], [0.026, -0.036, -0.005], [-0.019, 0.027, 0.046], [-0.154, -0.175, 0.005], [0.091, 0.067, -0.102], [-0.004, 0.058, 0.054], [-0.026, 0.118, -0.308], [0.011, -0.173, 0.534], [0.037, 0.245, -0.163], [-0.061, 0.058, -0.090], [0.028, 0.035, -0.028], [0.079, 0.064, 0.011], [-0.263, -0.189, 0.099], [-0.064, 0.039, 0.103], [0.011, -0.097, -0.120], [0.058, 0.098, -0.001], [0.016, -0.038, 0.042], [-0.030, -0.046, -0.001], [0.131, -0.157, 0.093], [-0.003, 0.011, 0.012], [-0.018, -0.018, -0.051], [-0.032, -0.023, -0.016], [-0.027, 0.078, 0.025], [0.014, 0.028, 0.055], [0.012, -0.021, -0.014], [-0.047, -0.010, -0.066], [0.004, 0.011, 0.027], [-0.002, 0.035, 0.011], [0.071, -0.057, 0.005], [-0.234, 0.125, -0.053], [0.165, -0.217, 0.092], [-0.016, 0.007, 0.037], [0.012, -0.023, 0.008], [-0.008, 0.018, 0.002], [-0.010, -0.021, 0.015], [0.020, -0.014, -0.009], [-0.019, 0.021, 0.007], [0.018, 0.017, 0.010], [0.010, -0.012, -0.027], [0.003, 0.097, -0.134], [-0.018, 0.005, -0.023], [-0.003, -0.008, 0.006], [0.001, -0.013, -0.015], [0.008, 0.002, 0.001], [0.007, 0.008, -0.017], [0.025, -0.051, 0.006], [0.028, -0.057, -0.002], [0.019, 0.028, 0.019], [-0.019, 0.000, -0.045], [-0.054, 0.141, -0.071], [-0.300, -0.583, 0.212], [0.170, 0.235, -0.120], [-0.036, 0.005, 0.014], [-0.001, 0.008, 0.019], [-0.002, 0.003, -0.016], [-0.021, 0.006, 0.012], [0.011, 0.002, -0.015], [0.016, -0.019, 0.015], [-0.007, 0.010, -0.008], [0.011, -0.011, -0.007], [0.027, 0.013, -0.005], [-0.020, 0.018, -0.037], [-0.005, -0.008, 0.019], [0.000, -0.008, -0.001], [-0.028, -0.009, 0.026], [-0.011, -0.014, 0.007]],
  "charge": 1,
  "gap_ev": 6.756,
  "lumo_energy_ev": -2.80,
  "multiplicity": 1,
  "e_above_lowest_ev": 0.362,
  "e_tot_ha": -10697.12142,
  "homo_ha": -0.351,
  "max_force_ha_per_bohr": 0.013
}

- The highest charge belongs to which entry?
  C50H49AsGe2N3OZr